1.
# C29H30AuN5O

A structure of composition C29H30AuN5O (ωB97M-V/def2-TZVPD, the OMol25 dataset).

Computed properties:
Total charge = +1
M = 661.6 g/mol
HOMO energy (alpha / beta) = -10.3 / -10.5 eV
ΔE to the lowest compared entry with this formula, charge and spin = 25.0 kcal/mol
2S+1 = 2

Each line ends with the Löwdin spin population.
Cartesian coordinates (Å):
Au  0.412  0.269  0.127  0.0041
N  2.519  -0.262  0.457  0.0160
C  2.814  -1.653  0.693  0.1155
C  3.889  -2.043  1.441  -0.0155
C  4.121  -3.404  1.704  0.1739
C  3.262  -4.376  1.218  -0.0252
C  2.154  -4.022  0.463  0.1328
C  1.206  -4.986  -0.059  -0.0034
C  0.130  -4.582  -0.737  0.0846
C  -0.131  -3.131  -0.988  0.0494
N  0.890  -2.223  -0.549  0.3523
C  1.908  -2.641  0.168  0.0294
H  2.928  0.080  -0.409  0.0048
H  2.887  0.334  1.191  0.0009
H  4.565  -1.296  1.841  -0.0036
H  4.982  -3.689  2.293  0.0100
H  3.448  -5.422  1.428  -0.0044
H  1.387  -6.038  0.123  -0.0022
H  -0.591  -5.298  -1.116  0.0040
H  -0.248  -2.964  -2.067  0.0240
C  -1.169  2.566  -3.679  0.0000
C  -0.221  2.915  -2.529  0.0000
C  -0.933  3.581  -1.379  0.0000
C  -1.036  4.963  -1.312  0.0000
C  -1.697  5.579  -0.259  0.0000
C  -2.239  4.811  0.757  0.0000
C  -2.168  3.421  0.725  0.0000
C  -2.742  2.614  1.867  0.0000
C  -4.260  2.446  1.787  0.0000
C  -1.542  2.827  -0.372  0.0001
N  -1.466  1.401  -0.458  0.0009
C  -2.514  0.739  -0.735  0.0001
C  -2.440  -0.736  -0.753  0.0027
C  -3.225  -1.709  -1.523  0.0034
C  -2.679  -2.904  -1.273  0.0022
C  -1.515  -2.701  -0.344  0.0355
N  -1.519  -1.282  -0.053  0.0066
H  -0.629  2.102  -4.505  0.0000
H  -1.666  3.461  -4.054  0.0000
H  -1.944  1.870  -3.352  0.0000
H  0.556  3.590  -2.893  0.0000
H  0.280  2.011  -2.173  0.0000
H  -0.583  5.560  -2.095  0.0000
H  -1.772  6.658  -0.221  0.0000
H  -2.725  5.291  1.598  0.0000
H  -2.499  3.128  2.799  0.0000
H  -2.259  1.636  1.918  0.0000
H  -4.755  3.417  1.750  0.0000
H  -4.635  1.907  2.658  0.0000
H  -4.561  1.892  0.897  0.0000
H  -3.448  1.249  -0.971  0.0000
H  -4.061  -1.484  -2.167  0.0004
H  -2.984  -3.856  -1.681  -0.0001
H  -1.632  -3.249  0.596  0.0003
O  2.273  2.489  0.119  0.0004
N  2.198  3.767  -0.065  0.0000
C  2.674  4.320  -1.202  0.0000
C  2.625  5.682  -1.404  0.0000
C  2.076  6.507  -0.435  0.0000
C  1.577  5.920  0.717  0.0000
C  1.642  4.555  0.881  0.0000
H  3.092  3.611  -1.899  0.0000
H  3.027  6.084  -2.323  0.0000
H  2.038  7.577  -0.574  0.0000
H  1.129  6.515  1.501  0.0000
H  1.276  4.022  1.745  0.0000


2.
# C29H30BF2O2PS2V

A structure of composition C29H30BF2O2PS2V in a non-equilibrium geometry (ωB97M-V/def2-TZVPD, the OMol25 dataset).

Computed properties:
Total charge = +1
M = 605.4 g/mol
HOMO energy (alpha / beta) = -10.7 / -10.3 eV
ΔE to the lowest compared entry with this formula, charge and spin = 21.4 kcal/mol
2S+1 = 3

Each line ends with the Löwdin spin population.
Cartesian coordinates (Å):
V  0.179  0.004  -0.307  1.9557
C  3.780  0.972  -0.456  0.0002
C  2.532  0.956  0.384  0.0029
C  1.536  1.940  0.198  0.0142
C  0.432  2.041  1.063  0.0055
C  -0.432  3.271  1.070  0.0018
C  0.235  1.011  1.998  0.0139
C  1.174  -0.016  2.162  0.0044
C  0.943  -1.087  3.191  0.0000
C  2.337  -0.004  1.378  0.0102
H  3.630  0.410  -1.383  -0.0003
H  4.613  0.521  0.084  0.0001
H  4.050  1.990  -0.733  0.0000
H  1.699  2.716  -0.531  0.0018
H  -1.301  3.157  0.428  0.0000
H  0.141  4.130  0.726  0.0000
H  -0.777  3.470  2.085  0.0003
H  -0.614  1.063  2.663  0.0023
H  0.227  -1.821  2.817  -0.0001
H  0.526  -0.664  4.105  0.0000
H  1.867  -1.610  3.434  0.0000
H  3.106  -0.750  1.556  0.0007
C  -0.269  -0.003  -5.990  -0.0003
O  0.553  -0.241  -4.806  0.0098
C  0.081  -0.025  -3.605  0.0225
S  -1.482  0.561  -3.386  -0.0046
S  1.183  -0.396  -2.357  0.0138
H  0.274  -0.457  -6.806  0.0000
H  -0.372  1.067  -6.149  0.0001
H  -1.247  -0.461  -5.879  -0.0003
F  -2.583  -0.488  -1.057  -0.0201
B  -1.603  0.485  -1.359  -0.0566
F  -2.057  1.782  -0.984  -0.0145
O  -0.259  -1.790  0.121  0.0252
P  -0.110  -3.324  0.119  0.0072
C  -1.264  -3.990  1.289  -0.0004
C  -1.189  -5.317  1.723  -0.0001
C  -2.159  -5.815  2.579  0.0000
C  -3.207  -4.996  2.994  0.0001
C  -3.290  -3.681  2.555  0.0000
C  -2.320  -3.171  1.700  0.0001
C  1.543  -3.737  0.610  0.0001
C  2.560  -3.587  -0.343  0.0001
C  3.874  -3.854  0.006  0.0001
C  4.174  -4.282  1.297  -0.0001
C  3.170  -4.432  2.247  0.0001
C  1.850  -4.159  1.906  -0.0001
C  -0.391  -4.048  -1.470  0.0030
C  -0.058  -5.389  -1.677  0.0006
C  -0.311  -5.974  -2.907  0.0003
C  -0.891  -5.222  -3.927  -0.0001
C  -1.222  -3.890  -3.718  0.0001
C  -0.975  -3.296  -2.486  0.0004
H  -0.374  -5.962  1.401  0.0000
H  -2.101  -6.843  2.922  0.0000
H  -3.968  -5.392  3.660  0.0000
H  -4.114  -3.051  2.873  0.0000
H  -2.391  -2.155  1.336  0.0001
H  2.323  -3.257  -1.350  0.0000
H  4.663  -3.738  -0.730  0.0000
H  5.201  -4.508  1.561  0.0000
H  3.413  -4.763  3.251  0.0000
H  1.067  -4.266  2.650  0.0000
H  0.416  -5.974  -0.891  0.0000
H  -0.053  -7.014  -3.073  0.0000
H  -1.087  -5.684  -4.890  0.0000
H  -1.683  -3.309  -4.511  0.0000
H  -1.262  -2.271  -2.309  -0.0001


3.
# C29H30BrEuIN4O5S

A structure of composition C29H30BrEuIN4O5S in a non-equilibrium geometry (ωB97M-V/def2-TZVPD, the OMol25 dataset).

Computed properties:
M = 905.4 g/mol
HOMO energy (alpha / beta) = -5.1 / -6.8 eV
ΔE to the lowest compared entry with this formula, charge and spin = 0.0 kcal/mol
2S+1 = 8

Each line ends with the Löwdin spin population.
Cartesian coordinates (Å):
Eu  0.162  -0.078  -1.054  7.0033
C  1.706  2.752  -2.878  0.0016
C  2.781  2.157  -2.006  0.0031
C  3.963  2.917  -1.793  -0.0003
C  4.908  2.450  -0.951  0.0026
C  4.730  1.192  -0.331  0.0000
C  5.707  0.682  0.564  0.0011
C  5.537  -0.566  1.090  -0.0002
C  4.406  -1.350  0.733  0.0010
C  3.407  -0.886  -0.118  0.0006
S  2.103  -1.963  -0.565  -0.0052
C  3.562  0.457  -0.642  0.0010
N  2.579  0.990  -1.451  -0.0050
H  2.012  3.727  -3.262  0.0001
H  0.787  2.890  -2.324  0.0009
H  1.481  2.096  -3.707  0.0002
H  4.079  3.875  -2.294  -0.0001
H  5.812  3.025  -0.747  0.0002
H  6.585  1.283  0.795  0.0001
H  6.288  -0.978  1.760  0.0000
H  4.310  -2.369  1.106  0.0000
N  -2.471  1.745  -3.479  0.0018
C  -1.439  1.081  -4.030  0.0022
O  -0.506  0.633  -3.394  -0.0035
C  -1.393  0.913  -5.534  0.0002
I  -3.221  0.421  -6.491  0.0004
H  -2.550  1.698  -2.471  0.0002
H  -3.274  1.976  -4.031  0.0001
H  -0.700  0.121  -5.752  0.0000
H  -1.064  1.839  -5.994  0.0001
O  0.253  2.832  1.926  0.0029
C  0.831  1.744  1.855  0.0021
O  0.827  0.864  0.940  -0.0074
C  1.725  1.325  3.051  -0.0001
N  2.276  -0.088  2.824  0.0000
C  1.751  -0.975  3.911  0.0000
C  1.542  -0.019  5.074  0.0000
C  0.984  1.240  4.389  0.0001
H  2.575  2.003  3.091  0.0001
H  3.291  -0.115  2.757  0.0000
H  1.895  -0.316  1.876  0.0001
H  2.442  -1.795  4.080  0.0000
H  0.808  -1.378  3.550  0.0000
H  2.503  0.200  5.551  0.0000
H  0.875  -0.437  5.832  0.0000
H  1.123  2.141  4.979  0.0000
H  -0.087  1.131  4.201  0.0000
O  -1.467  -1.472  -1.714  -0.0070
C  -2.331  -0.630  -1.380  0.0043
O  -2.040  0.493  -0.852  -0.0058
C  -3.792  -0.937  -1.611  0.0004
C  -4.747  -0.316  -0.821  0.0007
C  -6.099  -0.584  -1.013  -0.0001
C  -6.494  -1.462  -2.018  0.0008
C  -5.534  -2.079  -2.819  -0.0001
C  -4.181  -1.824  -2.605  0.0007
H  -4.419  0.384  -0.056  0.0000
H  -6.845  -0.106  -0.382  0.0000
H  -7.552  -1.666  -2.177  0.0001
H  -5.840  -2.763  -3.607  0.0000
H  -3.413  -2.311  -3.199  0.0000
Br  -3.755  -3.889  3.909  0.0002
C  -2.593  -2.915  2.797  0.0006
C  -2.649  -1.538  2.794  0.0000
C  -1.770  -0.874  1.954  0.0007
N  -0.886  -1.480  1.173  -0.0016
C  -0.864  -2.811  1.187  0.0011
C  -1.701  -3.580  1.990  0.0000
H  -3.353  -0.994  3.409  0.0000
H  -1.781  0.213  1.894  0.0001
H  -0.145  -3.283  0.541  0.0004
H  -1.649  -4.663  1.970  0.0000